[1]
A 7-piece molecular cluster, C36H98N15O11P5 overall. Source: the OMol25 dataset; level of theory: ωB97M-V/def2-TZVPD.

```
165
Properties=species:S:1:pos:R:3:lowdin_charge:R:1
C -1.3695 -0.2242 0.0737 -0.120
C -0.2574 -0.8657 -0.6711 -0.184
O 0.7856 -0.9022 0.2239 0.052
C 0.3088 -0.7061 1.4719 -0.484
O 0.9565 -0.9794 2.5238 0.074
O -0.9170 -0.0888 1.4296 0.062
H -2.2977 -0.7857 -0.0316 0.108
H -1.5389 0.7605 -0.3619 0.126
H 0.0032 -0.2967 -1.5635 0.112
H -0.4419 -1.8755 -1.0375 0.116
C -5.4566 -3.1475 -3.1964 -0.190
C -5.3355 -3.4779 -1.7902 -0.153
O -4.4522 -2.5338 -1.2791 0.069
C -4.2122 -1.6355 -2.2536 -0.490
O -3.5544 -0.5829 -2.1073 0.096
O -4.9795 -1.8843 -3.3105 0.109
H -6.5002 -3.1655 -3.5106 0.145
H -4.9370 -3.8650 -3.8316 0.143
H -4.8660 -4.4591 -1.7198 0.135
H -6.3474 -3.4665 -1.3851 0.142
O -0.0705 -7.4027 -0.0513 -0.287
P -0.2193 -6.4716 1.0832 0.605
N -1.5368 -5.3423 0.9311 -0.297
C -2.9188 -5.7887 0.7682 -0.117
C -1.2284 -4.2034 -0.0237 -0.088
N 1.1084 -5.4462 1.4945 -0.280
C 2.5113 -6.0173 1.4047 -0.088
C 1.0953 -4.3537 2.4054 -0.154
N -0.5685 -7.2762 2.5722 -0.317
C -0.0984 -8.6430 2.7927 -0.115
C -1.0707 -6.6162 3.7659 -0.137
H -2.9808 -6.6158 1.4754 0.077
H -3.0909 -6.1469 -0.2468 0.073
H -3.5806 -4.9252 0.8349 0.077
H -0.5394 -4.6137 -0.7619 0.083
H -0.8241 -3.3406 0.5056 0.053
H -2.1418 -3.9250 -0.5494 0.063
H 2.7222 -6.7513 0.6270 0.074
H 3.1882 -5.1748 1.2632 0.073
H 2.8655 -6.5392 2.2937 0.071
H 1.1332 -4.6328 3.4584 0.085
H 1.8703 -3.6174 2.1923 0.077
H 0.2336 -3.7033 2.2554 0.059
H 0.9915 -8.6482 2.7836 0.073
H -0.4946 -9.0284 3.7322 0.078
H -0.4790 -9.3670 2.0723 0.075
H -1.2906 -5.5900 3.4714 0.061
H -0.3623 -6.5351 4.5904 0.081
H -2.0327 -7.0515 4.0362 0.080
O 7.2847 0.9978 2.5133 -0.306
P 6.3821 0.6484 3.6591 0.674
N 7.0444 -0.4376 4.8280 -0.316
C 7.7990 0.0113 5.9619 -0.136
C 7.6313 -1.6577 4.2355 -0.124
N 4.9171 -0.1675 3.1568 -0.299
C 3.8939 -0.6451 4.0500 -0.147
C 4.3714 0.0193 1.7826 -0.088
N 5.8050 2.0079 4.6758 -0.300
C 4.8414 1.8486 5.8119 -0.122
C 5.7004 3.2974 4.0390 -0.142
H 7.1558 0.6847 6.5285 0.062
H 8.6924 0.5296 5.6136 0.085
H 8.1715 -0.7921 6.5974 0.085
H 8.7061 -1.4997 4.1455 0.077
H 7.2067 -2.0317 3.3039 0.078
H 7.5829 -2.5214 4.8987 0.074
H 3.1117 0.1123 4.1009 0.069
H 3.3760 -1.4749 3.5691 0.064
H 4.2127 -0.8995 5.0608 0.074
H 5.1513 -0.2338 1.0644 0.077
H 3.5412 -0.6297 1.5039 0.067
H 4.0181 1.0481 1.7121 0.060
H 3.8137 1.9895 5.4768 0.067
H 4.8649 0.9094 6.3646 0.067
H 4.9877 2.6788 6.5028 0.076
H 5.9308 4.0992 4.7404 0.080
H 4.6935 3.4407 3.6469 0.065
H 6.4177 3.2848 3.2183 0.071
O -0.5192 3.6570 -1.3409 -0.326
P -0.2294 4.5610 -0.1417 0.679
N 0.2965 6.1998 -0.4003 -0.329
C 1.4425 6.4352 -1.2479 -0.130
C -0.8051 7.0697 -0.8183 -0.124
N 1.1293 3.9679 0.7540 -0.279
C 1.2144 2.4952 0.9783 -0.084
C 1.8924 4.8034 1.7296 -0.105
N -1.5137 4.7278 1.0426 -0.313
C -1.4425 5.2309 2.3785 -0.133
C -2.7228 3.8808 0.8290 -0.107
H 1.5951 7.5144 -1.2381 0.086
H 1.3102 6.0389 -2.2546 0.086
H 2.3039 5.8736 -0.8866 0.072
H -0.4972 8.1148 -0.8506 0.086
H -1.5932 6.9988 -0.0686 0.065
H -1.1743 6.6086 -1.7343 0.084
H 0.9330 1.9967 0.0507 0.052
H 2.2361 2.2082 1.2271 0.062
H 0.5780 2.1739 1.8029 0.081
H 1.3627 4.9810 2.6655 0.063
H 2.8576 4.3265 1.9004 0.066
H 2.1933 5.7797 1.3497 0.062
H -0.9905 4.4613 3.0042 0.077
H -0.8487 6.1435 2.3280 0.080
H -2.4435 5.4059 2.7728 0.082
H -2.9912 3.9567 -0.2247 0.053
H -3.6034 4.1250 1.4232 0.078
H -2.4579 2.8657 1.1248 0.072
O 4.1773 2.3778 -4.8608 -0.317
P 3.7064 0.9393 -4.9278 0.585
N 2.8285 0.5067 -6.3420 -0.308
C 3.5719 0.3121 -7.6243 -0.103
C 1.3905 0.8041 -6.4279 -0.099
N 2.7182 0.4803 -3.6085 -0.275
C 2.3628 1.3818 -2.4900 -0.094
C 2.0431 -0.8421 -3.4562 -0.112
N 5.0373 -0.0948 -4.8249 -0.316
C 5.0854 -1.5402 -5.0541 -0.114
C 6.0233 0.3553 -3.8128 -0.102
H 3.3409 -0.7055 -7.9392 0.069
H 4.6493 0.4662 -7.5654 0.079
H 3.1484 0.9533 -8.3973 0.074
H 1.1839 1.8122 -6.7871 0.083
H 1.0068 0.6061 -5.4271 0.057
H 0.9698 0.0958 -7.1416 0.079
H 3.2421 1.7272 -1.9462 0.073
H 1.9257 2.3176 -2.8383 0.081
H 1.8392 0.8697 -1.6827 0.047
H 2.0982 -1.3001 -2.4687 0.075
H 0.9800 -0.8298 -3.6966 0.068
H 2.5252 -1.5866 -4.0897 0.060
H 6.1259 -1.8336 -5.1935 0.079
H 4.6353 -2.0392 -4.1959 0.070
H 4.5550 -1.7879 -5.9736 0.068
H 5.5806 0.4337 -2.8199 0.072
H 6.3888 1.3431 -4.0935 0.074
H 6.8426 -0.3636 -3.8151 0.076
O -7.4881 2.8483 0.8611 -0.260
P -7.1532 2.0437 -0.3074 0.599
N -5.9880 2.6462 -1.4217 -0.311
C -5.5008 3.9200 -1.2519 -0.165
C -5.3211 1.8812 -2.4534 -0.112
N -8.4921 1.6577 -1.3237 -0.307
C -8.4164 0.6350 -2.4426 -0.095
C -9.4874 2.6736 -1.6639 -0.127
N -6.6030 0.4739 0.1214 -0.328
C -5.2534 0.3768 0.6514 -0.105
C -7.4693 -0.3984 0.8229 -0.145
H -4.7635 4.1173 -2.0301 0.094
H -5.1718 4.1727 -0.2440 0.065
H -6.3242 4.5644 -1.5600 0.085
H -5.5651 2.1993 -3.4669 0.088
H -5.7466 0.8804 -2.5278 0.050
H -4.2445 1.8484 -2.2862 0.083
H -8.1229 1.1675 -3.3473 0.074
H -7.7776 -0.1944 -2.1392 0.057
H -9.4282 0.2624 -2.6023 0.073
H -9.0893 3.3015 -2.4610 0.076
H -10.4721 2.3097 -1.9572 0.079
H -9.5897 3.2489 -0.7438 0.074
H -4.9879 -0.6798 0.6856 0.075
H -4.5419 0.9994 0.1090 0.073
H -5.3743 0.6554 1.6983 0.085
H -8.4800 -0.2140 0.4587 0.077
H -7.4955 -0.0705 1.8621 0.088
H -7.2343 -1.4548 0.6924 0.082
```

Values from the calculation:
- SMILES = CN(C)P(=O)(N(C)C)N(C)C.CN(C)P(=O)(N(C)C)N(C)C.CN(C)P(=O)(N(C)C)N(C)C.CN(C)P(=O)(N(C)C)N(C)C.CN(C)P(=O)(N(C)C)N(C)C.O=C1OCCO1.O=C1OCCO1
- total charge = 0
- gap between HOMO and LUMO (eV) = 8.017
- DFT total energy (eV) = -130242.3474
- E_LUMO (eV) = 0.05
- energy above the lowest of the compared OMol25 structures with the same formula, charge and spin (eV) = 1.7184

---

[2]
C24H35AsF5N4PdSeSi2Te as an isolated structure. Source: the OMol25 dataset; level of theory: ωB97M-V/def2-TZVPD.

```
74
Properties=species:S:1:pos:R:3:lowdin_spin:R:1
Pd 0.5485 -0.1169 0.2585 1.070
C 2.3519 0.0459 4.8834 0.028
Si 1.6726 -1.6195 4.3926 0.081
C 2.8055 -3.0307 4.8396 0.013
C -0.0555 -1.9084 5.0160 0.003
As 1.6139 -1.6223 2.0162 0.741
Si 3.6961 -0.7184 1.3201 0.091
C 3.7936 -1.1909 -0.4953 0.016
C 3.6350 1.1462 1.5713 0.045
C 5.1740 -1.4501 2.1884 0.010
H 2.3471 0.0890 5.9772 0.005
H 1.7367 0.8640 4.5065 0.001
H 3.3780 0.2004 4.5481 0.000
H 2.8944 -3.1027 5.9269 0.001
H 3.8077 -2.9036 4.4288 0.001
H 2.4057 -3.9794 4.4779 0.002
H -0.0496 -2.0248 6.1022 0.000
H -0.4803 -2.8158 4.5837 0.000
H -0.7132 -1.0741 4.7661 0.004
H 2.9597 -0.8020 -1.0880 0.008
H 3.7830 -2.2792 -0.5921 0.002
H 4.7113 -0.8175 -0.9571 0.000
H 2.6690 1.5213 1.9117 0.010
H 3.8989 1.6632 0.6442 0.007
H 4.3797 1.4293 2.3197 0.003
H 5.1895 -2.5391 2.1261 0.000
H 5.2222 -1.1731 3.2429 0.000
H 6.0765 -1.0715 1.7005 0.001
C -1.9443 -1.7421 -0.2892 0.005
N -0.8768 -1.0588 -1.0958 0.136
C -0.1711 -2.1124 -1.8884 0.010
N -1.0817 -2.8387 -2.7454 0.009
C -2.1108 -3.4668 -1.9078 0.001
N -2.8592 -2.4707 -1.1398 0.007
C -3.4848 -1.5305 -2.0722 0.001
N -2.4811 -0.8671 -2.9117 0.010
C -1.5638 -0.1448 -2.0611 0.019
C -1.7372 -1.8895 -3.6507 0.001
H -2.4786 -0.9784 0.2752 0.002
H -1.4545 -2.4218 0.4099 0.000
H 0.3079 -2.7982 -1.1867 0.002
H 0.5986 -1.6290 -2.4943 0.002
H -1.6350 -4.1693 -1.2219 0.000
H -2.7998 -4.0169 -2.5484 0.000
H -4.0374 -0.7771 -1.5089 0.000
H -4.1813 -2.0712 -2.7126 0.000
H -2.1015 0.6106 -1.4855 0.006
H -0.8001 0.3393 -2.6744 0.007
H -0.9823 -1.4055 -4.2737 0.000
H -2.4246 -2.4340 -4.2975 0.000
F -2.7660 6.2307 0.5784 0.008
C -2.3634 5.0263 0.9472 0.023
C -1.3248 4.8895 1.8538 -0.002
F -0.7316 5.9689 2.3489 -0.003
C -0.9007 3.6239 2.2184 0.026
F 0.1270 3.5296 3.0648 0.008
C -1.4952 2.4739 1.7123 0.048
Se -0.8861 0.7383 2.1853 0.467
C -2.5382 2.6479 0.8084 0.034
F -3.1323 1.5817 0.2585 0.008
C -2.9733 3.8986 0.4164 0.002
F -3.9604 4.0287 -0.4614 -0.002
Te 0.7076 2.3675 -0.8203 0.796
C 1.7555 2.3079 -2.6061 0.080
C 1.9912 1.1127 -3.2894 0.041
C 2.6835 1.1261 -4.4873 -0.003
C 3.1476 2.3305 -5.0046 0.053
C 2.9158 3.5214 -4.3300 -0.004
C 2.2161 3.5173 -3.1337 0.050
H 1.6353 0.1740 -2.8843 0.003
H 2.8655 0.2017 -5.0191 -0.001
H 3.6911 2.3399 -5.9399 0.003
H 3.2773 4.4552 -4.7387 -0.001
H 2.0304 4.4488 -2.6143 0.003
```

Values from the calculation:
- total charge = +1
- gap between HOMO and LUMO (alpha / beta) (eV) = 8.359 / 5.748
- expectation value of S² = 6.03
- DFT total energy (eV) = -197710.4919
- E_LUMO (alpha / beta) (eV) = -2.02 / -5.53
- energy above the lowest of the compared OMol25 structures with the same formula, charge and spin (eV) = 0.0000
- 2S+1 = 5

---

[3]
C25H23CoN6OS as an isolated structure. Source: the OMol25 dataset; level of theory: ωB97M-V/def2-TZVPD.

```
57
Properties=species:S:1:pos:R:3:lowdin_spin:R:1
Co -12.0792 -12.1234 0.5746 2.659
O -13.0917 -12.5797 -0.9374 0.080
C -14.2292 -13.2647 -0.8111 0.006
C -15.2115 -13.2368 -1.8267 0.008
C -16.3527 -14.0392 -1.7425 0.001
C -16.5441 -14.9111 -0.7006 0.006
C -15.5458 -15.0936 0.2594 -0.001
C -14.4107 -14.2656 0.2790 0.005
C -13.2145 -14.6798 1.0084 0.005
N -12.0094 -14.0304 1.0139 0.039
C -11.0780 -14.9779 1.4796 0.004
C -11.7392 -16.1189 1.8874 0.006
N -13.0643 -15.9274 1.5647 0.001
H -15.0578 -12.6362 -2.6999 0.000
H -17.0710 -14.0012 -2.5454 0.000
H -17.4313 -15.6055 -0.6637 0.000
H -15.6344 -15.9298 0.9276 0.000
H -10.0321 -14.7801 1.3864 0.000
H -11.3261 -17.0636 2.2477 0.001
H -13.8204 -16.5834 1.6036 0.000
C -8.9287 -11.6056 3.6327 0.002
C -9.9757 -12.2112 2.9106 0.007
N -10.6576 -11.5506 1.9659 0.037
C -10.4335 -10.2312 1.8114 0.004
C -9.5394 -9.4947 2.6595 0.001
C -8.7942 -10.2277 3.5683 0.002
C -9.2089 -8.1418 2.3075 -0.002
C -9.9201 -7.5072 1.3206 0.001
C -10.8567 -8.2171 0.4722 0.001
C -11.5582 -7.6606 -0.6371 0.009
C -12.3004 -8.4574 -1.4877 0.000
C -12.2272 -9.8474 -1.2858 0.013
N -11.6502 -10.3954 -0.2141 0.030
C -11.0198 -9.5900 0.6761 0.009
H -8.1195 -12.2530 4.0977 0.000
H -10.1802 -13.2597 3.0887 0.001
H -8.0038 -9.7059 4.0972 0.000
H -8.4052 -7.6196 2.7822 0.000
H -9.7220 -6.4908 1.0924 0.000
H -11.5368 -6.6013 -0.7563 0.001
H -12.8104 -8.0466 -2.3387 0.000
H -12.6922 -10.5283 -2.0016 0.001
S -14.1373 -11.3248 1.7354 0.029
C -15.0895 -10.3543 0.7275 0.016
N -16.1652 -10.8238 0.0595 0.009
C -16.7520 -10.1798 -1.1434 0.001
C -15.8702 -9.0112 -1.6834 0.000
C -15.3820 -8.1725 -0.5039 0.001
N -14.8656 -9.0063 0.5705 0.006
H -16.3176 -11.8292 0.1427 0.000
H -17.7676 -9.7613 -0.8467 0.000
H -16.8224 -10.8787 -2.0053 0.000
H -16.4165 -8.3732 -2.3588 0.000
H -14.9875 -9.3538 -2.2626 0.000
H -16.2177 -7.5389 -0.1343 0.000
H -14.5716 -7.4851 -0.9147 0.000
H -13.9955 -8.6768 1.0328 0.000
```

Values from the calculation:
- total charge = +1
- gap between HOMO and LUMO (alpha / beta) (eV) = 6.561 / 6.516
- expectation value of S² = 3.76
- DFT total energy (eV) = -85745.5516
- E_LUMO (alpha / beta) (eV) = -3.35 / -3.52
- energy above the lowest of the compared OMol25 structures with the same formula, charge and spin (eV) = 0.1159
- 2S+1 = 4

---

[4]
A single C8H8BrN molecule. Source: the OMol25 dataset; level of theory: ωB97M-V/def2-TZVPD.

```
18
Properties=species:S:1:pos:R:3:nbo_charge:R:1
C 0.6056 1.4300 0.1911 -0.145
C -1.4466 0.7428 1.6536 0.015
C -0.3893 1.1372 1.1606 -0.028
C 0.4926 -0.9322 -0.7835 0.141
C -2.1298 -0.5163 1.5553 -0.301
C -1.4662 -1.4443 0.8589 -0.071
C 0.0181 -1.4752 0.5268 -0.591
C 1.3417 0.7024 -2.0761 -0.416
N 0.7498 0.3135 -0.8058 -0.405
Br 2.3700 1.8174 1.0931 -0.007
H 0.1947 2.1742 -0.3877 0.237
H -3.0680 -0.5441 1.9916 0.223
H -1.9761 -2.3178 0.4477 0.208
H 0.1330 -2.5608 0.5372 0.244
H 0.3115 -0.8151 1.4393 0.241
H 1.9938 1.5080 -2.0888 0.205
H 1.7578 -0.2380 -2.5527 0.253
H 0.5073 1.0182 -2.7605 0.196
```

Values from the calculation:
- total charge = 0
- gap between HOMO and LUMO (eV) = 8.170
- DFT total energy (eV) = -79951.4457
- E_LUMO (eV) = 0.05
- energy above the lowest of the compared OMol25 structures with the same formula, charge and spin (eV) = 4.0710

---

Question: Look up the total charge of the fourth one.
Answer: 0

---

Question: The lowest DFT total energy belongs to which entry?
Answer: C24H35AsF5N4PdSeSi2Te